No. 1
ORCA calculation (ωB97M-V with the def2-TZVPD basis set) on a cluster of 2 separate species, C19H21N2 in total.

```
42
Properties=species:S:1:pos:R:3:nbo_charge:R:1
C 1.12 -5.77 1.99 -0.1230
C 0.53 -1.75 -3.44 0.4478
H -6.56 1.89 1.39 0.2385
C -0.33 -5.61 0.06 -0.1066
C -4.94 0.50 1.79 -0.2057
H -3.29 -1.94 -1.76 0.2217
H 0.66 -7.42 0.67 0.2381
N 0.68 -2.54 -2.42 -0.5614
C -4.01 -0.68 -0.15 -0.0851
H -1.14 -2.44 -4.55 0.2434
C 0.05 -3.66 1.46 -0.0712
H -4.84 -0.09 -2.05 0.2242
C -3.16 -1.68 -0.70 0.0598
H -4.96 0.67 2.86 0.2360
C -4.04 -0.41 1.25 -0.1493
H 1.72 -0.46 -4.58 0.4078
C -4.89 0.07 -0.98 -0.1396
H 1.78 -6.35 2.64 0.2366
C -2.19 -2.37 0.02 -0.3380
C 2.79 -1.51 -2.98 -0.2362
H 3.57 -2.04 -3.53 0.2001
C -1.51 -3.49 -0.46 0.1383
C 2.10 -2.47 -2.01 -0.2457
C -0.59 -4.24 0.33 -0.1781
C 0.89 -4.41 2.27 -0.2406
N 1.68 -1.13 -3.82 -0.6087
H 1.37 -3.94 3.13 0.2345
C -5.79 0.98 -0.43 -0.2196
H -1.45 -0.96 -3.59 0.2253
H -6.47 1.53 -1.09 0.2393
H 3.21 -0.64 -2.44 0.1976
H -1.75 -3.86 -1.46 0.2349
H -1.94 -2.03 1.03 0.2187
H -3.36 -0.94 1.91 0.2173
H 2.58 -3.46 -2.08 0.1998
H -0.84 -6.06 -0.79 0.2258
C -0.72 -1.48 -4.22 -0.6612
H -0.12 -2.60 1.67 0.2050
C -5.84 1.20 0.95 -0.1195
H -0.51 -0.86 -5.10 0.2293
C 0.50 -6.36 0.88 -0.2216
H 2.21 -2.10 -0.98 0.1912
```

Computed properties:
charge	+1
energy	-845.8438	a.u.

No. 2
ORCA calculation (ωB97M-V with the def2-TZVPD basis set) on a cluster of 2 separate species, C19H21N3O2 in total.

```
45
Properties=species:S:1:pos:R:3:nbo_charge:R:1
C -2.29 1.13 2.74 -0.1769
H 3.08 -1.89 1.78 0.2313
H 0.19 -1.61 3.93 0.2169
C 5.06 2.90 -0.62 -0.1382
C 3.15 1.34 -0.68 0.1381
C 2.11 -1.52 2.14 -0.4395
C 0.74 2.08 -0.25 -0.5940
H -0.55 2.40 2.51 0.2293
O 8.08 1.13 -1.39 -0.4343
H 0.12 1.78 0.59 0.1808
H -4.78 0.37 2.56 0.2248
H 1.16 3.06 -0.04 0.2074
H 3.08 3.45 -0.08 0.2008
N 0.89 -1.31 -1.08 -0.4827
C -0.93 1.40 2.76 -0.1295
H 3.91 0.31 4.04 0.2179
H 0.07 2.17 -1.12 0.2120
C -0.49 -0.86 3.54 -0.1211
H -4.61 -0.79 3.90 0.2328
H 3.70 -0.69 -1.34 0.2239
H -2.99 1.91 2.45 0.2210
C 0.01 0.40 3.08 -0.1963
H 5.48 3.89 -0.45 0.2397
H 4.37 -0.69 2.64 0.2336
C 3.76 0.15 2.97 -0.4222
C 1.77 1.05 -0.51 -0.4347
H 1.73 -2.22 2.89 0.2095
N 7.33 2.08 -1.06 0.5071
C 5.92 1.87 -1.05 -0.0943
C 4.06 0.32 -1.13 -0.3226
C 3.72 2.64 -0.43 -0.3410
H 1.76 1.73 3.10 0.2262
O 7.77 3.21 -0.73 -0.4377
H 6.09 -0.17 -1.72 0.2408
C 5.41 0.59 -1.34 -0.1412
H -2.22 -2.10 3.78 0.2271
C 1.32 -0.24 -0.82 0.2926
H -4.38 -1.33 2.23 0.2406
C 1.42 0.69 2.95 0.2866
C -2.76 -0.15 3.06 0.0506
C -1.85 -1.12 3.49 -0.2235
N 2.36 -0.19 2.70 -0.2577
C -4.21 -0.49 2.92 -0.6440
H 1.40 -1.48 1.30 0.2863
H 4.04 1.07 2.43 0.2537
```

Computed properties:
charge	0
energy	-1051.1656	a.u.

No. 3
ORCA calculation (ωB97M-V with the def2-TZVPD basis set) on an isolated molecule of C19H21N3O3S.

```
47
Properties=species:S:1:pos:R:3:nbo_charge:R:1
N -3.39 1.14 -0.74 -0.4286
H -2.74 -0.44 -1.97 0.2042
C 6.79 -0.95 -0.98 -0.2528
C 0.06 1.69 0.57 -0.4451
H -3.88 0.22 2.10 0.2444
C -2.38 1.49 0.09 0.6961
C -4.36 -0.76 2.11 -0.6453
C 3.54 1.59 -0.06 0.4228
H -4.17 0.45 -2.53 0.2183
H 4.32 -0.46 1.29 0.2036
C 5.13 -2.35 0.73 -0.2033
C -6.81 -2.06 -0.37 -0.4013
C -5.26 -0.93 0.94 -0.0400
C 5.04 -0.96 0.67 -0.2601
N 1.78 1.04 -1.11 -0.3092
H -3.59 -1.53 2.10 0.2178
H -4.72 1.84 0.66 0.2615
C -3.20 0.55 -2.04 -0.4142
O -2.58 1.95 1.20 -0.6527
C 5.87 -0.26 -0.19 0.2971
O 2.51 1.89 0.77 -0.4148
H 4.47 -2.89 1.39 0.2125
S -6.56 -0.61 -1.26 0.4126
H 7.43 -0.38 -1.64 0.2246
H -0.09 2.73 0.87 0.2459
H 5.18 2.91 0.14 0.2249
H -0.84 1.86 -1.37 0.2385
C -5.43 -0.03 -0.08 -0.2183
H -2.56 1.18 -2.67 0.2062
H -4.93 -0.86 3.03 0.2203
N 3.12 1.08 -1.17 -0.2802
O 5.89 1.11 -0.32 -0.4724
C 6.87 -2.32 -0.91 -0.1874
H -6.07 -2.91 1.45 0.2213
H -0.84 0.23 -0.73 0.2392
C 4.94 1.87 0.37 -0.1158
H -7.49 -2.80 -0.75 0.2350
H 6.10 -4.11 0.00 0.2133
C -6.06 -2.09 0.76 -0.2505
C -0.98 1.27 -0.46 -0.4975
C -4.77 1.29 -0.28 -0.2611
H 7.59 -2.84 -1.52 0.2145
C 6.04 -3.03 -0.06 -0.2416
C 1.43 1.52 0.04 0.4719
H -5.33 1.88 -1.01 0.2056
H 5.01 1.73 1.46 0.1973
H -0.05 1.09 1.48 0.2426
```

Computed properties:
SMILES	Cc1ccsc1CN(C)C(=O)CCc1nnc(COc2ccccc2)o1
charge	0
energy	-1524.7781	a.u.

no.,HOMO level (Ha),strongest force on any atom (eV Å⁻¹)
1,-0.3936,1.7
2,-0.2199,2.1
3,-0.3192,1.6